[1]
# C48H108N6

A 6-piece molecular cluster, C48H108N6 overall (the ωB97M-V functional and the def2-TZVPD basis, OMol25).

Structure (ORCA input):
```
! wB97M-V def2-TZVPD RIJCOSX def2/J DEFGRID3
* xyz 6 1
N -1.641 4.252 -5.489
N 7.231 -1.605 5.144
N -2.590 -3.637 -4.717
N -4.852 -3.670 2.768
N 1.533 4.869 2.275
N 1.566 -1.309 1.642
C -4.614 -2.318 3.423
C 0.316 8.598 2.947
C -1.543 4.910 -6.940
C 0.405 -0.411 -0.423
C 4.658 -1.131 5.671
C -0.425 2.750 -3.976
C -1.339 -4.173 -3.987
C -4.904 -3.464 1.256
C 2.202 4.421 3.535
C -1.556 -5.825 2.972
C -1.526 7.094 -8.419
C -4.096 -4.722 -6.650
C -0.858 5.013 -4.397
C -3.857 -4.814 3.145
C -0.588 4.003 -3.251
C 0.607 6.073 2.465
C 7.270 -1.351 2.696
C -3.522 -2.946 -3.704
C -0.255 0.581 -1.271
C -4.453 -6.056 -7.249
C -1.920 6.461 -7.000
C 8.414 -0.506 3.298
C 2.730 -2.015 0.909
C -6.374 -3.694 4.724
C -3.504 -1.491 -4.104
C -5.531 -2.405 4.687
C 8.533 -0.759 4.750
C -3.084 -4.877 -5.462
C -2.418 -4.532 2.803
C 7.608 -2.681 6.174
C 6.189 -0.669 5.752
C 2.087 -0.819 3.024
C 2.490 5.139 1.089
C -3.098 4.078 -5.076
C 3.758 -0.013 6.353
C 2.063 -3.236 0.303
C -3.230 -1.444 -5.566
C -2.112 -2.444 -5.636
C 0.928 -0.042 0.927
C 0.379 3.964 0.244
C 1.744 4.601 -0.168
C -6.282 -4.075 3.249
C 6.704 -2.251 3.829
C 0.959 -3.670 1.226
C 1.322 7.367 2.959
C -0.976 2.833 -5.377
C 0.431 -2.387 1.973
C 0.649 3.716 1.721
H 2.297 3.764 -0.594
H 2.728 -0.338 6.504
H -4.036 -1.708 -6.250
H -0.010 3.126 -0.335
H -2.836 -0.494 -5.926
H 5.639 -2.475 3.769
H 0.533 1.291 -1.525
H -2.080 -3.677 3.388
H 1.544 -3.111 -0.647
H 0.167 5.145 -4.743
H 3.455 -2.266 1.684
H 6.769 -3.352 6.357
H -1.163 2.005 -3.679
H 9.325 -0.670 2.723
H 4.253 -1.222 4.663
H -4.495 -1.041 -4.031
H -5.175 -1.591 2.836
H 1.384 -0.067 3.382
H -5.037 -6.577 -6.490
H 7.195 -3.208 4.005
H -6.313 -1.655 4.572
H 8.103 0.512 3.060
H -0.306 -1.236 -0.399
H -3.560 -6.580 -7.588
H -1.750 -2.858 -6.577
H 0.158 6.206 1.481
H 7.353 -1.966 1.800
H 8.596 0.209 5.248
H 4.048 0.241 7.373
H 0.363 -2.644 3.030
H 1.529 4.077 4.320
H -5.809 -2.889 1.059
H -0.481 4.802 -7.158
H -0.171 2.871 -6.111
H 1.202 2.807 1.959
H 0.510 9.322 3.739
H 2.824 6.176 1.116
H -5.018 -4.204 -6.384
H -1.615 -5.891 4.058
H -3.330 -3.274 -2.682
H -7.423 -3.566 4.992
H 0.336 4.278 -2.742
H -2.028 6.372 -9.063
H -0.427 4.695 0.179
H 2.784 3.531 3.300
H -3.804 -4.040 -7.448
H 0.089 0.340 1.507
H -4.104 -5.825 2.818
H -3.570 5.054 -4.957
H -0.539 -5.793 2.582
H -3.547 -2.124 3.526
H 8.121 -2.476 7.114
H -1.063 1.145 -0.805
H -3.008 6.428 -6.938
H -5.003 -5.983 -8.187
H 6.484 -0.644 2.432
H 2.217 7.639 2.401
H -2.171 -4.170 1.805
H 9.444 -1.298 5.010
H -6.233 -5.154 3.101
H -3.902 -4.853 4.233
H -1.051 -3.415 -3.259
H 8.400 -3.208 5.641
H -3.591 -5.324 -4.607
H -5.016 -2.292 5.641
H -4.771 -4.464 0.843
H -2.736 -1.071 -3.455
H -4.009 -2.918 0.958
H -2.026 4.301 -7.705
H -7.051 -3.740 2.553
H -0.216 3.772 2.381
H 3.737 0.939 5.823
H 1.141 -0.712 -1.169
H 4.434 -2.069 6.178
H 2.096 -1.659 3.718
H -2.240 7.874 -8.683
H 3.230 -1.369 0.188
H 6.470 -0.392 6.768
H -0.562 -4.352 -4.730
H 0.157 -4.227 0.743
H -6.045 -4.439 5.447
H 2.678 -4.135 0.330
H -0.705 0.168 -2.174
H -2.231 -5.386 -5.911
H 2.705 5.258 4.019
H -0.479 7.068 -8.719
H -1.354 3.992 -2.475
H -3.111 3.438 -4.194
H -1.379 6.901 -6.163
H 3.341 4.505 1.338
H -0.528 -2.106 1.537
H -1.255 6.002 -4.169
H -1.633 -5.080 -3.458
H -2.087 -6.631 2.466
H 6.334 0.298 5.269
H 0.421 9.065 1.967
H 3.059 -0.380 2.799
H -3.648 3.543 -5.850
H 1.718 5.323 -0.984
H -0.673 8.142 2.976
H -1.219 -2.027 -5.172
H -0.161 5.795 3.187
H 1.443 7.215 4.031
H -1.740 2.169 -5.779
H 0.554 2.275 -3.903
H 1.794 0.609 0.803
H 1.249 -4.371 2.009
H -4.516 -3.284 -3.996
*
```

As for the total energy: -2219.74329 Eh. The calculation puts the LUMO energy at -0.43608 Eh. The HOMO energy comes out at -21.07 eV. Its HOMO-LUMO gap is 9.21 eV. For the molecular weight, the calculation gives 769.434 g mol⁻¹.

---

[2]
# C48H108NO3P3

A 4-piece molecular cluster, C48H108NO3P3 overall (the ωB97M-V functional and the def2-TZVPD basis, OMol25).

Structure (ORCA input):
```
! wB97M-V def2-TZVPD RIJCOSX def2/J DEFGRID3
* xyz 2 1
P 7.691 0.693 3.036
P -6.489 -7.760 0.800
P -0.971 6.387 -3.048
O 0.127 -1.526 -1.030
O 1.239 -0.382 0.319
O -0.128 -1.764 1.024
N 0.413 -1.298 0.102
C 7.652 -4.420 0.815
C 10.717 1.641 -1.173
C 10.931 1.906 5.445
C -3.621 3.703 -4.784
C 1.254 6.172 -4.851
C 8.023 -1.960 1.737
C 11.498 3.179 6.057
C -10.026 -9.255 -1.222
C -5.305 -8.890 0.018
C -11.127 -8.267 -0.923
C -4.267 6.108 1.216
C 9.778 2.163 4.503
C -6.346 -6.062 -0.050
C 9.231 1.189 0.730
C -2.389 5.759 -4.036
C -1.401 8.810 -4.452
C 5.449 0.687 4.865
C -8.642 -8.588 -1.006
C 4.682 2.554 6.610
C 9.207 0.758 4.012
C 7.840 1.347 1.415
C -1.241 10.323 -4.538
C 1.344 5.730 -7.448
C 0.564 5.703 -6.156
C 7.236 -3.311 1.782
C 0.509 5.581 -3.670
C -7.924 -2.590 0.768
C 6.311 1.556 3.963
C -7.381 -5.053 0.499
C -6.124 -5.119 4.593
C -6.934 -3.599 0.325
C -3.985 -8.326 -0.454
C -3.960 4.098 -6.238
C -1.321 5.821 -1.358
C -8.171 -8.479 0.464
C -5.145 -5.512 3.502
C -4.995 -7.027 3.178
C -2.194 11.189 -3.718
C 4.358 1.479 5.626
C -2.099 -8.521 -2.131
C -2.595 6.421 -0.709
C -3.455 -9.081 -1.613
C -2.299 4.246 -4.230
C -6.303 -7.719 2.581
C -3.036 5.580 0.441
C -0.874 8.236 -3.123
C 9.245 1.445 -0.763
C 7.270 -1.051 2.778
H 4.841 0.025 4.249
H 10.751 3.821 6.524
H 1.223 4.785 -7.977
H -0.253 10.735 -4.334
H 1.166 5.632 -2.802
H 9.657 0.212 0.956
H 7.355 -3.775 2.761
H -6.278 -4.040 4.583
H 6.792 2.406 4.448
H -1.524 8.673 -2.365
H -3.274 -8.386 0.370
H -5.841 -5.528 5.563
H 11.206 2.448 -0.628
H 8.645 2.343 -0.906
H -4.485 5.252 1.854
H -8.562 -7.627 -1.515
H 3.788 1.943 4.821
H 1.132 6.526 -8.163
H 9.955 1.881 1.161
H -3.090 3.854 -6.848
H 3.637 0.822 6.112
H 5.155 3.344 6.026
H -2.387 7.407 -0.293
H -4.830 -7.416 4.182
H -1.389 10.460 -5.609
H -8.031 -9.383 1.056
H -4.009 -7.244 -0.588
H 2.394 5.878 -7.196
H -2.029 11.176 -2.640
H 12.194 3.607 5.336
H -0.277 6.371 -6.346
H -1.283 -8.412 -1.416
H -2.283 6.353 -4.943
H -5.151 -9.619 0.814
H 6.188 -1.115 2.662
H 0.366 4.506 -3.781
H 9.019 2.770 4.996
H -7.200 -7.354 3.080
H 6.937 1.020 0.899
H -6.194 -8.780 2.806
H 10.588 1.272 6.263
H -4.058 -7.248 2.667
H -7.662 -5.228 1.537
H 1.430 7.247 -4.815
H 6.155 -3.174 1.789
H -3.400 -10.105 -1.245
H -1.408 4.000 -4.809
H -8.938 -2.777 0.414
H -4.179 -5.148 3.852
H -4.400 3.882 -4.042
H 6.908 -5.213 0.898
H 9.027 -1.944 2.163
H -11.136 -8.053 0.145
H 7.406 -1.382 3.807
H -6.497 -3.444 -0.662
H -3.402 6.411 -1.441
H -1.472 4.744 -1.287
H -10.313 -10.050 -0.534
H -5.369 -5.705 0.274
H -2.177 3.873 -3.213
H 7.612 -4.126 -0.234
H -11.206 -7.363 -1.527
H 12.139 2.918 6.898
H 8.648 -4.850 0.919
H -12.083 -8.783 -1.008
H 11.397 0.790 -1.141
H -8.760 -7.802 1.082
H 2.291 5.839 -4.807
H -6.063 -3.485 0.970
H -4.728 3.360 -6.470
H -5.065 6.256 0.488
H -7.112 -5.512 4.352
H 3.855 3.009 7.156
H -3.139 10.726 -4.003
H -8.083 -2.483 1.841
H 5.808 2.093 3.159
H -1.596 -9.190 -2.829
H -7.978 -9.274 -1.533
H -2.259 5.445 1.194
H -3.350 6.083 -3.636
H 5.316 2.174 7.411
H 8.796 0.735 -1.457
H 6.012 0.079 5.573
H 8.975 0.181 4.907
H 10.140 2.675 3.611
H -8.364 -5.142 0.037
H 0.181 4.697 -5.987
H 10.785 1.974 -2.209
H -2.444 8.495 -4.418
H -2.258 12.239 -4.004
H -3.398 4.637 0.030
H -4.130 -9.153 -2.466
H 11.722 1.272 5.046
H -5.142 -4.944 2.572
H -4.437 5.077 -6.295
H -2.262 -7.547 -2.591
H -0.764 8.280 -5.160
H 7.990 -1.498 0.751
H 7.663 2.409 1.584
H -0.380 6.024 -0.848
H -7.547 -1.636 0.398
H -10.031 -9.731 -2.203
H -3.991 6.993 1.791
H -5.800 -9.440 -0.783
H 0.166 8.436 -2.864
H -3.615 2.615 -4.733
H 9.969 0.274 3.400
H -6.431 -6.256 -1.119
*
```

As for the total energy: -3197.49994 Eh. The calculation puts the LUMO energy at -0.09492 Eh. The HOMO energy comes out at -8.49 eV. Its HOMO-LUMO gap is 5.91 eV. For the molecular weight, the calculation gives 840.318 g mol⁻¹.